(1)
Formula: C5H7NO
Source: OMol25
Level of theory: ωB97M-V/def2-TZVPD

Each line ends with the Mulliken charge.
CARTESIAN COORDINATES (ANGSTROEM)
C1 0.268 -1.072 1.807  -1.139
C2 -0.093 0.001 0.855  0.743
C3 0.732 1.005 0.533  -0.480
O1 0.459 1.460 -0.711  -0.432
C4 -0.553 0.505 -1.212  0.319
N1 -0.439 0.554 -2.576  -0.637
C5 -1.109 -0.147 -0.172  -0.651
H1 -0.484 -1.219 2.577  0.292
H2 1.239 -0.832 2.247  0.337
H3 0.393 -2.011 1.248  0.273
H4 1.558 1.388 1.116  0.393
H5 0.303 1.239 -2.642  0.337
H6 -0.183 -0.288 -3.082  0.257
H7 -2.090 -0.584 0.012  0.387

The value obtained for the molar mass is 97.117 g/mol. The HOMO-LUMO gap comes out at 8.61 eV. As for the electronic energy: -8833.983 eV. The calculation puts the energy relative to the best compared isomer or geometry (same formula, charge and spin) at 214.2 kJ/mol. The structure (SMILES) is Cc1coc(N)c1. The lowest unoccupied orbital energy comes out at 0.9772 eV.


(2)
Formula: C50H48FN5O4Ru
Source: OMol25
Level of theory: ωB97M-V/def2-TZVPD

Each line ends with the Löwdin spin population.
CARTESIAN COORDINATES (ANGSTROEM)
Ru1 -0.261 -0.236 0.334  2.437
C1 0.657 1.975 3.993  -0.004
C2 0.001 1.548 2.836  0.031
N1 0.613 0.875 1.888  0.012
C3 1.936 0.583 2.007  0.005
C4 2.679 1.000 3.126  -0.001
C5 1.990 1.703 4.132  0.023
C6 4.054 0.675 3.206  0.042
C7 4.611 -0.048 2.192  -0.003
C8 3.870 -0.486 1.077  0.047
C9 2.520 -0.197 0.945  -0.001
N2 1.640 -0.569 -0.035  0.078
C10 1.894 -1.248 -1.252  0.038
C11 3.119 -1.685 -1.763  0.077
C12 3.182 -2.334 -2.992  0.023
C13 2.048 -2.541 -3.753  0.075
C14 0.805 -2.070 -3.302  0.028
C15 -0.398 -2.159 -4.067  0.296
C16 -1.574 -1.568 -3.570  0.065
C17 -1.569 -0.959 -2.350  0.184
N3 -0.448 -0.916 -1.560  0.218
C18 0.747 -1.438 -2.041  0.056
H1 0.101 2.498 4.758  -0.001
H2 -1.048 1.760 2.680  0.001
H3 2.530 2.016 5.018  0.001
H4 4.631 0.986 4.068  0.003
H5 5.660 -0.315 2.244  -0.001
H6 4.381 -1.089 0.353  0.003
H7 4.044 -1.523 -1.244  0.006
H8 4.145 -2.674 -3.353  0.000
H9 2.108 -3.038 -4.714  0.002
H10 -0.377 -2.643 -5.035  0.020
H11 -2.493 -1.588 -4.143  -0.002
H12 -2.456 -0.497 -1.942  0.009
C19 -7.276 -0.519 3.666  0.000
C20 -7.132 0.763 2.852  0.000
C21 -8.263 0.881 1.842  0.000
C22 -8.113 2.148 1.016  0.000
C23 -6.773 2.146 0.331  0.000
C24 -6.589 2.789 -0.870  0.000
C25 -5.345 2.760 -1.490  0.000
F1 -5.204 3.411 -2.663  0.000
C26 -4.284 2.096 -0.951  0.000
C27 -4.448 1.433 0.271  0.000
C28 -3.299 0.722 0.851  0.003
O1 -2.252 0.648 0.177  0.028
C29 -3.500 0.205 2.159  0.001
C30 -4.735 0.285 2.723  0.001
N4 -5.833 0.812 2.142  0.002
C31 -5.692 1.458 0.918  0.000
C32 -2.417 -0.459 3.006  0.007
O2 -2.647 -0.515 4.223  0.008
O3 -1.403 -0.858 2.384  0.069
H13 -8.317 -0.627 3.974  0.000
H14 -6.664 -0.521 4.565  0.000
H15 -7.001 -1.385 3.062  0.000
H16 -7.180 1.625 3.526  0.000
H17 -9.211 0.877 2.380  0.000
H18 -8.242 0.005 1.186  0.000
H19 -8.198 3.020 1.673  0.000
H20 -8.906 2.226 0.272  0.000
H21 -7.410 3.319 -1.337  0.000
H22 -3.322 2.067 -1.443  0.000
H23 -4.832 -0.111 3.724  0.000
C33 0.547 1.469 -4.261  0.000
C34 -0.301 2.720 -3.998  0.000
C35 -1.606 2.378 -3.272  0.003
C36 0.488 3.764 -3.247  0.000
C37 0.749 4.976 -3.848  0.000
C38 1.489 5.971 -3.209  0.000
C39 1.996 5.737 -1.930  0.000
C40 1.780 4.550 -1.267  0.000
C41 2.367 4.351 0.109  0.000
C42 3.332 3.160 0.132  0.000
C43 1.253 4.210 1.153  0.000
C44 0.980 3.501 -1.896  0.001
O4 0.718 2.422 -1.306  0.016
H24 -0.019 0.731 -4.833  0.001
H25 0.849 1.012 -3.321  0.000
H26 1.448 1.730 -4.822  0.000
H27 -0.563 3.161 -4.965  0.000
H28 -1.385 1.930 -2.303  0.000
H29 -2.193 1.665 -3.856  0.002
H30 -2.204 3.282 -3.123  0.000
H31 0.369 5.155 -4.849  0.000
H32 1.678 6.915 -3.707  0.000
H33 2.586 6.507 -1.443  0.000
H34 2.942 5.251 0.346  0.000
H35 2.812 2.251 -0.159  0.000
H36 3.758 3.021 1.130  0.000
H37 4.150 3.321 -0.573  0.000
H38 0.633 3.346 0.915  0.000
H39 0.618 5.099 1.157  0.000
H40 1.674 4.076 2.154  0.000
C45 1.262 -2.463 3.025  0.043
C46 0.247 -3.173 2.196  0.284
C47 -0.432 -4.321 2.602  0.159
C48 -1.300 -4.650 1.552  0.152
C49 -1.096 -3.684 0.564  0.277
C50 -1.786 -3.668 -0.757  0.049
N5 -0.131 -2.788 0.940  0.062
H41 1.562 -3.105 3.854  0.000
H42 0.841 -1.544 3.447  0.016
H43 2.153 -2.204 2.451  0.008
H44 -0.306 -4.826 3.549  0.004
H45 -1.992 -5.480 1.491  0.004
H46 -2.363 -4.588 -0.871  0.000
H47 -1.078 -3.598 -1.586  0.010
H48 -2.475 -2.827 -0.851  0.019

The value obtained for the molar mass is 903.033 g/mol. The net charge is -1. The expectation value of S² is 8.81. The HOMO-LUMO gap (spin up / spin down) comes out at 4.18 / 3.36 eV. As for the electronic energy: -73570.850 eV. The calculation puts the energy relative to the best compared isomer or geometry (same formula, charge and spin) at 156.2 kJ/mol. The lowest unoccupied orbital energy (spin up / spin down) comes out at 1.8190 / 0.5194 eV. As for the spin multiplicity: 6.


(3)
Formula: C4H14N3
Source: OMol25
Level of theory: ωB97M-V/def2-TZVPD

Each line ends with the Mulliken charge.
CARTESIAN COORDINATES (ANGSTROEM)
C1 0.177 -0.321 2.647  -0.713
C2 -0.148 -0.980 -1.979  -0.570
C3 0.084 0.935 -1.724  -0.752
C4 0.171 1.305 0.651  -0.825
N1 0.111 -1.704 -0.745  -0.602
N2 -0.549 1.373 -0.600  -0.198
N3 -0.242 -0.032 1.232  -0.181
H1 1.210 0.204 2.632  0.289
H2 -0.627 0.059 3.309  0.278
H3 0.209 -1.431 2.642  0.337
H4 0.595 -1.085 -2.799  0.348
H5 -1.298 -1.019 -2.068  0.335
H6 1.239 1.100 -1.744  0.259
H7 -0.226 1.479 -2.601  0.460
H8 0.022 2.148 1.288  0.473
H9 1.190 1.169 0.458  0.481
H10 1.086 -1.979 -0.721  0.245
H11 -0.321 -2.588 -0.776  0.257
H12 -1.294 2.107 -0.601  0.265
H13 -1.342 -0.087 1.125  0.429
H14 -0.046 -0.655 0.373  0.386

The value obtained for the molar mass is 104.177 g/mol. The net charge is +1. The HOMO-LUMO gap comes out at 9.58 eV. As for the electronic energy: -8836.685 eV. The calculation puts the energy relative to the best compared isomer or geometry (same formula, charge and spin) at 322.0 kJ/mol. The lowest unoccupied orbital energy comes out at -2.7700 eV.


(4)
Formula: C5H6O2
Source: OMol25
Level of theory: ωB97M-V/def2-TZVPD

Each line ends with the Mulliken charge.
CARTESIAN COORDINATES (ANGSTROEM)
O1 -2.827 -0.553 0.072  -0.553
C1 -1.655 -0.303 0.034  0.369
C2 -0.850 1.003 0.069  -0.587
C3 0.413 0.142 -0.112  0.753
C4 1.846 0.261 0.150  -0.474
O2 1.307 0.478 -1.150  -0.497
C5 -0.391 -1.160 -0.060  -0.642
H1 -1.003 1.628 0.952  0.308
H2 -1.035 1.605 -0.828  0.261
H3 2.286 1.107 0.673  0.236
H4 2.438 -0.656 0.201  0.242
H5 -0.303 -1.865 -0.888  0.335
H6 -0.227 -1.687 0.887  0.250

The value obtained for the molar mass is 98.101 g/mol. The HOMO-LUMO gap comes out at 10.54 eV. As for the electronic energy: -9374.975 eV. The calculation puts the energy relative to the best compared isomer or geometry (same formula, charge and spin) at 204.6 kJ/mol. The structure (SMILES) is O=C1CC2(CO2)C1. The lowest unoccupied orbital energy comes out at 0.8051 eV.


(5)
Formula: C3H12N3
Source: OMol25
Level of theory: ωB97M-V/def2-TZVPD

Each line ends with the Mulliken charge.
CARTESIAN COORDINATES (ANGSTROEM)
C1 1.885 -1.130 -0.969  -0.156
C2 1.124 -1.637 -1.941  -0.683
N1 1.553 -1.227 0.407  -0.690
H1 2.695 -0.435 -1.167  0.362
H2 1.160 -1.293 -2.962  0.292
H3 0.409 -2.398 -1.641  0.232
H4 1.060 -2.076 0.649  0.237
H5 2.387 -1.167 0.976  0.236
H6 0.454 0.141 0.404  0.376
N2 -0.165 1.006 0.446  -0.242
C3 -1.645 0.675 0.539  -0.450
N3 -2.476 1.726 1.030  -0.545
H7 0.022 1.543 -0.396  0.397
H8 0.003 1.575 1.272  0.379
H9 -2.031 0.422 -0.446  0.349
H10 -1.699 -0.213 1.167  0.387
H11 -2.437 1.862 2.033  0.272
H12 -2.297 2.626 0.601  0.246

The value obtained for the molar mass is 90.150 g/mol. The net charge is +1. The HOMO-LUMO gap comes out at 9.79 eV. As for the electronic energy: -7769.037 eV. The calculation puts the energy relative to the best compared isomer or geometry (same formula, charge and spin) at 153.8 kJ/mol. The lowest unoccupied orbital energy comes out at -3.1822 eV.


(6)
Formula: CH6N3O
Source: OMol25
Level of theory: ωB97M-V/def2-TZVPD

Each line ends with the Löwdin spin population.
CARTESIAN COORDINATES (ANGSTROEM)
C1 0.207 -0.048 0.483  0.076
N1 0.103 1.032 1.461  0.997
N2 1.230 -0.260 -0.430  0.004
N3 -1.245 -0.159 -0.191  0.002
O1 0.144 -0.429 1.738  0.820
H1 0.960 1.451 1.719  0.077
H2 1.665 -1.222 -0.287  0.006
H3 1.904 0.477 -0.710  0.005
H4 -1.534 0.775 -0.233  0.010
H5 -1.910 -0.811 0.373  0.002
H6 -1.040 -0.830 -0.924  0.000

The value obtained for the molar mass is 76.079 g/mol. The net charge is +1. The expectation value of S² is 2.01. The HOMO-LUMO gap (spin up / spin down) comes out at 6.76 / 8.38 eV. As for the electronic energy: -7636.760 eV. The calculation puts the energy relative to the best compared isomer or geometry (same formula, charge and spin) at 298.1 kJ/mol. The lowest unoccupied orbital energy (spin up / spin down) comes out at -3.7353 / -7.4163 eV. As for the spin multiplicity: 3.


Q: The lowest electronic energy belongs to which entry?
A: C50H48FN5O4Ru


Q: Look up the energy relative to the best compared isomer or geometry (same formula, charge and spin) of the second one.
A: 156.2 kJ/mol


Please write out number 5 again, unchanged.
Formula: C3H12N3
Source: OMol25
Level of theory: ωB97M-V/def2-TZVPD

Each line ends with the Mulliken charge.
CARTESIAN COORDINATES (ANGSTROEM)
C1 1.885 -1.130 -0.969  -0.156
C2 1.124 -1.637 -1.941  -0.683
N1 1.553 -1.227 0.407  -0.690
H1 2.695 -0.435 -1.167  0.362
H2 1.160 -1.293 -2.962  0.292
H3 0.409 -2.398 -1.641  0.232
H4 1.060 -2.076 0.649  0.237
H5 2.387 -1.167 0.976  0.236
H6 0.454 0.141 0.404  0.376
N2 -0.165 1.006 0.446  -0.242
C3 -1.645 0.675 0.539  -0.450
N3 -2.476 1.726 1.030  -0.545
H7 0.022 1.543 -0.396  0.397
H8 0.003 1.575 1.272  0.379
H9 -2.031 0.422 -0.446  0.349
H10 -1.699 -0.213 1.167  0.387
H11 -2.437 1.862 2.033  0.272
H12 -2.297 2.626 0.601  0.246

The value obtained for the molar mass is 90.150 g/mol. The net charge is +1. The HOMO-LUMO gap comes out at 9.79 eV. As for the electronic energy: -7769.037 eV. The calculation puts the energy relative to the best compared isomer or geometry (same formula, charge and spin) at 153.8 kJ/mol. The lowest unoccupied orbital energy comes out at -3.1822 eV.